No. 1
{"formula": "C29H21I2N4O6SeTi", "method": "the ωB97M-V functional and the def2-TZVPD basis", "symbols": ["Ti", "I", "C", "C", "C", "I", "C", "C", "C", "C", "N", "C", "C", "O", "H", "H", "H", "H", "O", "C", "C", "C", "C", "N", "C", "C", "C", "C", "C", "C", "O", "C", "C", "N", "H", "H", "H", "H", "H", "H", "H", "H", "H", "H", "H", "H", "Se", "C", "N", "O", "C", "C", "C", "C", "C", "C", "C", "O", "O", "H", "H", "H", "H", "H"], "coordinates": [[0.44147, 0.89921, 0.40999], [5.39152, 1.01291, -0.17809], [4.31803, 1.01255, 1.61965], [4.96618, 1.04245, 2.85857], [4.23423, 1.04882, 4.01526], [5.27984, 1.13625, 5.84080], [2.82211, 0.99834, 3.99566], [1.98114, 1.01498, 5.12641], [0.62662, 0.94771, 4.95522], [0.09418, 0.84462, 3.66576], [0.83192, 0.83370, 2.58017], [2.18253, 0.93449, 2.73249], [2.93648, 0.98486, 1.51696], [2.29990, 1.00373, 0.37691], [6.04615, 1.07042, 2.89357], [2.41068, 1.08687, 6.11613], [-0.03799, 0.96514, 5.80714], [-0.97450, 0.74742, 3.54086], [-1.29930, 0.94676, -6.21850], [0.05912, 1.05910, -5.85161], [0.18135, 1.07786, -4.35551], [1.43382, 1.17999, -3.75125], [1.50372, 1.22393, -2.37839], [0.42580, 1.16564, -1.59231], [-0.79285, 1.04711, -2.16028], [-0.93380, 1.01172, -3.54456], [-1.91973, 0.97531, -1.22677], [-3.24908, 1.00878, -1.63267], [-4.26733, 0.97554, -0.69895], [-5.70809, 1.03943, -1.13797], [-6.00953, 2.26301, -1.78897], [-3.91348, 0.93453, 0.64576], [-2.57701, 0.89715, 0.98001], [-1.59073, 0.90044, 0.08535], [-1.37884, 1.02383, -7.17174], [0.50083, 1.98345, -6.24173], [0.64658, 0.22211, -6.24678], [2.33568, 1.22320, -4.34711], [2.45451, 1.30848, -1.86760], [-1.90665, 0.92594, -4.00327], [-3.49455, 1.08406, -2.68343], [-6.36855, 0.87000, -0.28244], [-5.90017, 0.26063, -1.87604], [-5.84723, 2.99078, -1.17958], [-4.67110, 0.92691, 1.41772], [-2.27879, 0.86039, 2.01717], [-0.50875, 4.88408, 2.72277], [-0.07963, 3.66789, 1.57561], [0.19581, 2.80608, 0.82219], [-0.21156, -4.21951, 2.45175], [0.27710, -4.37463, 1.21475], [0.54251, -5.66251, 0.74732], [1.04442, -5.84853, -0.52412], [1.29573, -4.76184, -1.36117], [1.03527, -3.48605, -0.90655], [0.52561, -3.27708, 0.37691], [0.23262, -1.90834, 0.85632], [-0.26558, -1.71447, 1.97686], [0.47823, -0.93211, 0.03982], [-0.34967, -3.25200, 2.58085], [0.34311, -6.50027, 1.40283], [1.24551, -6.85304, -0.87488], [1.69214, -4.91753, -2.35575], [1.22203, -2.62073, -1.52748]], "de_lowest_kcal_mol": 0.0, "homo_ev": [-7.307, -7.645], "spin_multiplicity": 2, "energy_ha": -5634.6599, "fmax_ev_per_a": 2.39, "total_charge": 0}

***

No. 2
{"formula": "C22H40BMgN8SbSe4", "method": "the ωB97M-V functional and the def2-TZVPD basis", "symbols": ["Mg", "C", "C", "C", "C", "C", "C", "N", "N", "B", "N", "C", "C", "C", "N", "C", "C", "C", "N", "C", "C", "C", "N", "C", "C", "C", "H", "H", "H", "H", "H", "H", "H", "H", "H", "H", "H", "H", "H", "H", "H", "H", "H", "H", "H", "H", "H", "H", "H", "H", "H", "H", "H", "H", "Se", "Sb", "Se", "Se", "Se", "C", "C", "C", "C", "N", "N", "H", "H", "H", "H", "H", "H", "H", "H", "H", "H", "H", "H"], "coordinates": [[0.74861, -0.75278, -0.23663], [3.47584, -2.87748, -1.06859], [3.20772, -2.89170, -2.56615], [2.72085, -4.27751, -3.01024], [2.19143, -1.86216, -2.95790], [1.88754, -1.47879, -4.27002], [0.88732, -0.54355, -4.13963], [0.61660, -0.39706, -2.83797], [1.40601, -1.19536, -2.11470], [-0.30147, 0.66329, -2.23639], [0.58096, 1.57576, -1.38794], [0.84054, 2.86344, -1.62821], [1.73216, 3.30638, -0.67587], [1.97498, 2.19096, 0.13550], [1.27090, 1.16250, -0.32604], [2.83410, 2.18497, 1.36384], [2.11113, 2.94633, 2.48184], [3.17603, 0.78149, 1.84145], [-1.42324, 0.00749, -1.43817], [-2.74171, 0.18936, -1.57313], [-3.39083, -0.72253, -0.76370], [-2.36256, -1.44662, -0.14709], [-1.19516, -0.98147, -0.58031], [-2.47118, -2.60682, 0.79548], [-3.16219, -3.79358, 0.11826], [-3.18535, -2.22904, 2.09603], [4.30313, -3.54399, -0.82550], [3.72348, -1.86862, -0.72870], [2.57654, -3.22584, -0.55692], [4.13906, -2.67133, -3.10508], [1.76691, -4.51309, -2.53781], [2.59137, -4.30483, -4.09027], [3.44715, -5.03609, -2.72309], [2.34693, -1.83708, -5.16870], [0.35333, 0.01541, -4.88117], [-0.77990, 1.30589, -3.11467], [0.39053, 3.38257, -2.45028], [2.15951, 4.28240, -0.58490], [3.76134, 2.72444, 1.13039], [1.17989, 2.43928, 2.73098], [2.74134, 2.97139, 3.36694], [1.89233, 3.96778, 2.17424], [2.26791, 0.29930, 2.20305], [3.61530, 0.19301, 1.03494], [3.88841, 0.82389, 2.66200], [-3.14592, 0.94277, -2.22018], [-4.44806, -0.85442, -0.63624], [-1.45633, -2.93176, 1.05667], [-4.18924, -3.55351, -0.14654], [-2.62661, -4.08066, -0.78519], [-3.16870, -4.64291, 0.79882], [-4.15912, -1.78408, 1.90105], [-3.33052, -3.11961, 2.70517], [-2.58251, -1.52621, 2.66970], [3.19050, -5.65286, 1.42438], [2.90625, -3.52522, 2.66146], [5.09079, -2.36790, 2.63516], [2.24984, -4.07157, 4.98445], [0.94747, -2.08558, 1.79231], [-3.76659, 2.45900, 1.20890], [-2.42038, 3.16850, 1.04175], [-2.47176, 4.03599, -0.22009], [-2.13137, 4.04395, 2.27302], [-1.35520, 2.18172, 0.79497], [-1.22335, 1.10849, 1.71682], [-4.56344, 3.19612, 1.17838], [-3.83900, 1.93628, 2.16003], [-3.91868, 1.74899, 0.39788], [-3.23440, 4.80307, -0.12457], [-2.70127, 3.41413, -1.08171], [-1.51702, 4.52742, -0.38809], [-2.85095, 4.85764, 2.32236], [-1.13075, 4.47195, 2.20790], [-2.20706, 3.47326, 3.19917], [-0.46445, 2.67472, 0.79116], [-2.02777, 0.49938, 1.58194], [-1.24798, 1.43289, 2.69001]], "de_lowest_kcal_mol": 0.0, "homo_ev": [-7.788, -7.847], "energy_ha": -11371.4419, "fmax_ev_per_a": 2.11, "total_charge": 0}